{
  "formula": "C11H20N3O7PS",
  "method": "ωB97M-V with the def2-TZVPD basis set",
  "elements": ["C", "C", "O", "C", "O", "C", "N", "C", "C", "N", "C", "C", "C", "C", "C", "N", "P", "O", "H", "H", "H", "H", "H", "H", "H", "H", "H", "H", "H", "H", "H", "H", "H", "H", "H", "H", "H", "H", "O", "S", "O", "O", "O"],
  "positions_angstrom": [[-2.9434, -1.2456, -0.3673], [-1.5439, -1.2960, -0.9663], [-0.6223, -0.5313, -0.1908], [-0.2858, 0.7175, -0.7679], [-1.4254, 1.4015, -1.1254], [0.5942, 0.5336, -1.9527], [1.2853, 0.3636, -2.8560], [0.4531, 1.4989, 0.3606], [0.4961, 2.9075, -0.0234], [0.5640, 4.0313, -0.2490], [1.9339, 1.0913, 0.5730], [2.3112, -0.2502, 1.2503], [2.4342, -1.4617, 0.3025], [1.5174, -2.6930, 0.4939], [0.6141, -2.7343, 1.7063], [1.3581, -3.1172, 2.9270], [-0.6160, 1.4339, 1.8759], [-0.5060, 2.6084, 2.7679], [-2.8666, -1.0855, 0.7051], [-3.4797, -0.3989, -0.7907], [-3.4856, -2.1591, -0.6023], [-1.1787, -2.3249, -0.9409], [-1.5556, -0.9830, -2.0080], [-1.5557, 1.4709, -2.1168], [2.3638, 1.8837, 1.1844], [2.4579, 1.1397, -0.3802], [1.6754, -0.4297, 2.1115], [3.3040, -0.0731, 1.6629], [2.3068, -1.1006, -0.7153], [3.4654, -1.8112, 0.3443], [2.1376, -3.5944, 0.5214], [0.8916, -2.8066, -0.3867], [0.1571, -1.7688, 1.8927], [-0.2215, -3.4143, 1.5048], [0.6864, -3.4107, 3.6278], [1.8947, -3.9523, 2.7132], [-0.3179, 0.2251, 2.5312], [-1.9062, 1.2613, 1.3631], [-2.5559, 4.7072, -4.4336], [-2.0757, 4.0376, -3.1984], [-2.4253, 2.5711, -3.2687], [-2.7385, 4.6270, -2.0066], [-0.5966, 4.1314, -3.0728]],
  "forces_ev_per_a": [[0.1691, 0.4917, -0.4658], [-0.1863, -0.5196, 0.2896], [0.4501, -0.1929, -0.1050], [-1.0929, 0.7969, -0.1077], [0.7807, -0.8777, 0.2881], [0.3890, -0.1679, -0.3915], [-0.1512, -0.0937, 0.3058], [0.2498, -0.3527, -0.5888], [-0.2371, 0.5524, -0.0250], [0.2460, -0.1652, 0.1730], [0.2264, -0.4059, 0.7373], [-0.0683, 0.3099, -0.3166], [0.0031, -0.0209, 0.0634], [0.0037, 0.1233, -0.0586], [-0.0407, -0.0756, 0.3953], [-0.1588, -0.1710, -0.2604], [-0.3780, 0.6470, 0.0850], [0.3326, -0.0915, 0.3077], [-0.0822, -0.2387, 0.1522], [-0.0923, 0.0758, 0.0896], [-0.0913, -0.1022, 0.1330], [0.1270, -0.0362, 0.0127], [0.0861, 0.1539, -0.0583], [-0.7394, 1.5567, -0.2785], [-0.0160, 0.0935, 0.0394], [-0.1353, 0.1644, -0.1929], [-0.0500, -0.2042, 0.0574], [0.0370, 0.0072, 0.1424], [-0.0477, -0.0180, -0.1081], [0.0920, -0.0030, 0.0539], [0.0401, -0.0791, -0.0139], [-0.0894, 0.0706, -0.1068], [-0.0389, 0.1654, -0.1224], [0.0229, -0.1538, -0.0487], [0.0628, 0.1342, 0.1505], [0.0717, 0.0162, 0.0293], [0.0031, -0.1400, -0.2291], [0.0439, -0.2286, -0.1319], [0.0584, -0.1915, 0.0402], [0.3059, 0.5808, 0.2352], [0.0026, -1.2649, 0.0541], [0.0176, -0.1285, -0.1023], [-0.1256, -0.0168, -0.1228]],
  "lumo_ev": 3.927,
  "total_energy_ha": -1861.6087,
  "charge": -2,
  "gap_ev": 3.79
}